Record 1
C22H31N2O4 | the ωB97M-V functional and the def2-TZVPD basis

XYZ file:
```
59
Properties=species:S:1:pos:R:3:forces:R:3
C -1.599760 -3.134183 0.079878 1.978 4.021 -5.899
H -2.248448 -3.579591 0.654029 -3.657 -1.457 3.930
O -1.338467 -1.660463 0.200078 -2.950 -2.141 0.448
C -2.575590 -0.990987 0.188201 -2.377 0.028 -1.776
C -3.831699 -1.568050 -0.437217 1.280 11.060 5.526
C -5.009088 -0.632606 -0.250248 4.936 -0.557 0.488
C -4.915899 0.649072 0.355440 6.913 -1.988 -1.224
C -3.626855 1.206361 0.566260 -0.057 -1.630 1.874
C -2.556438 0.358605 0.620559 3.097 -2.880 0.589
C -1.162774 0.765198 1.283466 -8.089 9.549 -3.236
N -0.541028 1.919048 0.412234 1.942 -4.649 -0.278
C -0.570330 1.454027 -1.101942 -1.854 -9.121 8.618
C 0.513570 0.011749 -1.413638 -0.507 3.705 18.214
N 1.881647 0.639670 -0.823584 -3.596 -1.240 -1.119
H 2.131899 1.384787 -1.495152 0.051 0.346 1.239
C 1.784677 0.859697 0.706946 5.377 3.386 -4.630
C 0.886647 1.866580 0.895726 -4.125 10.625 0.718
H 0.792146 2.189940 1.993482 0.506 -0.489 -1.455
H 1.291764 3.041611 0.261360 -0.456 -3.485 2.067
H 2.830256 1.239683 0.997280 -1.536 -1.093 -0.122
H 1.531613 -0.010547 1.044816 -1.075 -5.351 2.260
C 2.733640 -0.419668 -1.032071 6.469 -0.330 0.570
C 4.250771 0.035080 -0.823156 -5.818 -3.953 3.683
C 4.882014 0.795934 -1.584157 4.982 7.826 -13.285
C 6.239503 1.313429 -1.730306 -2.388 -8.206 11.957
C 6.942256 0.724409 -0.340298 -9.652 -2.467 -4.140
C 6.201572 -0.306446 0.556791 3.374 5.796 -4.189
C 4.919002 -0.353382 0.268597 -3.052 -5.824 5.222
O 4.049562 -1.334184 1.231678 1.632 3.270 -3.131
C 4.771250 -1.906849 2.334612 2.864 3.719 -3.043
H 3.983248 -2.383904 2.667524 -3.116 -3.238 2.818
H 5.564791 -2.510090 1.864872 -0.015 -0.018 1.071
H 5.075442 -1.058260 2.996610 0.260 -1.106 -0.171
H 6.674062 -0.580690 1.428687 0.844 -0.908 1.611
H 7.840371 0.930367 -0.110419 6.639 1.573 1.539
H 6.810175 1.983976 -2.141020 2.178 3.667 -3.223
H 4.491925 1.072248 -2.843958 -0.246 -0.849 3.800
H 2.753122 -0.724914 -1.984839 -0.289 -0.526 -4.117
H 2.582044 -1.355210 -0.584224 -0.759 -0.643 1.838
H 0.386890 0.101113 -2.273654 -0.767 -0.190 -13.996
H 0.244926 -0.769280 -0.591292 0.148 0.991 -2.641
H -1.613813 1.150751 -1.064234 0.162 0.045 -1.620
H -0.265052 2.198845 -1.545498 2.873 7.326 -5.369
H -1.447484 1.241107 2.231264 0.311 0.122 -0.127
H -0.708026 -0.008012 1.488006 5.383 -7.555 1.407
H -3.320949 2.117541 1.065874 -1.092 0.619 -0.424
O -5.864737 1.425995 0.166580 -5.745 3.479 0.010
C -5.771997 2.697292 0.677458 -4.318 5.907 -5.453
H -5.157331 3.558867 -0.006658 -1.168 -2.911 1.695
H -7.036269 3.311993 0.547600 3.764 -2.254 0.240
H -5.633108 2.896831 1.657864 1.060 -0.379 3.265
O -6.155083 -0.834590 -0.814642 -0.683 -0.550 -1.601
C -6.218325 -2.125784 -1.326575 -9.830 -0.059 11.598
H -5.722532 -2.501242 -2.003746 5.560 -2.839 -7.039
H -7.338848 -2.285439 -1.396080 1.330 0.134 -1.065
H -6.181633 -2.833533 -0.234300 0.655 1.318 -3.234
H -3.981773 -2.454410 -0.732101 -0.723 -6.433 -2.293
H -1.995193 -3.334462 -0.992589 1.093 0.283 1.527
H -0.652255 -3.485047 0.233827 2.279 -1.476 0.077
```
Positions in Å, forces in eV/Å.

## Properties
HOMO energy = -9.840 eV
Gap between HOMO and LUMO = 7.57 eV
ΔE to the lowest compared entry with this formula, charge and spin = 2135.0 kJ/mol
Total charge = +1
E_LUMO = -2.267 eV

Record 2
C22H31N3O4S | the ωB97M-V functional and the def2-TZVPD basis

XYZ file:
```
61
Properties=species:S:1:pos:R:3:forces:R:3
C 4.505712 3.883864 2.084131 0.032 0.427 -0.005
O 4.172591 2.627737 1.512502 -0.082 -0.422 -0.133
C 3.700922 2.667753 0.256002 0.051 0.300 0.087
O 3.551651 3.696274 -0.364073 0.012 -0.102 0.045
C 3.399359 1.327866 -0.235906 0.167 -0.536 0.552
C 3.544160 0.112472 0.415255 0.088 0.479 -0.085
C 3.107774 -0.873923 -0.471726 -0.131 -0.550 -0.136
S 3.015151 -2.612386 -0.166569 0.125 0.319 0.232
O 4.299401 -3.084587 0.259863 -0.044 0.146 0.268
O 2.391329 -3.231739 -1.302727 -0.180 0.248 0.056
N 2.016509 -2.680888 1.179941 0.794 -0.053 -0.468
C 0.609599 -2.927602 0.923709 -0.563 0.133 -0.567
C -0.011552 -1.714032 0.231868 -0.316 -0.202 0.471
C -1.466955 -1.971346 -0.159944 0.235 0.254 -0.214
C -2.041349 -0.725708 -0.849625 -0.120 -0.243 -0.023
N -1.939657 0.486638 -0.060385 -0.039 0.037 0.020
C -2.914378 0.571682 1.019838 0.035 -0.002 -0.101
C -4.318580 0.616515 0.476253 -0.076 -0.092 0.140
C -5.191787 -0.427547 0.737791 -0.010 0.133 -0.042
C -6.494150 -0.435814 0.253789 -0.077 0.024 -0.056
C -7.407350 -1.583756 0.563496 0.034 0.005 0.024
C -6.913256 0.639036 -0.513831 0.002 -0.119 0.071
C -6.050282 1.687022 -0.782582 0.087 0.028 0.000
C -4.750883 1.696677 -0.298563 -0.046 0.013 -0.064
C -3.837357 2.845889 -0.592587 -0.002 0.042 -0.040
C -0.571262 0.717068 0.356785 0.135 -0.031 0.250
C 0.052527 -0.464254 1.109649 0.034 0.118 -0.385
C 2.715008 -0.238176 -1.632163 -0.021 -0.430 -0.051
N 2.891759 1.085456 -1.487718 0.081 -0.237 0.217
C 2.591038 2.078770 -2.481169 -0.135 0.584 -0.481
H 5.281528 4.376804 1.494560 -0.057 -0.028 0.079
H 3.627269 4.531909 2.117767 0.092 -0.043 0.026
H 4.864838 3.673590 3.087900 -0.021 -0.008 -0.051
H 3.923220 -0.038828 1.404189 0.072 0.046 0.254
H 2.425903 -3.314152 1.849424 0.240 -0.101 0.052
H 0.482100 -3.807689 0.279613 -0.088 0.041 0.159
H 0.115167 -3.112751 1.880923 0.067 0.022 -0.015
H 0.563903 -1.536503 -0.681522 -0.160 0.061 -0.036
H -1.530976 -2.821917 -0.839565 -0.055 -0.096 -0.015
H -2.053567 -2.207269 0.730490 -0.051 -0.086 0.088
H -3.092593 -0.880837 -1.100945 0.082 -0.015 -0.112
H -1.490128 -0.552989 -1.780250 -0.036 -0.062 -0.058
H -2.709476 1.498282 1.565312 0.042 -0.056 0.054
H -2.834091 -0.261966 1.735060 -0.030 0.095 0.044
H -4.852974 -1.262631 1.336999 0.087 -0.101 0.085
H -8.368778 -1.459146 0.071872 -0.080 -0.046 -0.009
H -7.574598 -1.656028 1.637874 -0.067 -0.061 0.048
H -6.965698 -2.522764 0.231985 -0.043 -0.093 -0.006
H -7.920268 0.659951 -0.905605 -0.106 -0.016 -0.034
H -6.396452 2.516765 -1.382908 -0.006 0.095 -0.060
H -4.281109 3.511302 -1.328751 -0.025 0.091 -0.019
H -3.646728 3.417666 0.316092 0.073 0.116 0.052
H -2.883299 2.477793 -0.961843 0.056 0.082 -0.022
H -0.541791 1.619661 0.972503 0.031 0.037 -0.060
H 0.015523 0.906005 -0.549532 0.100 0.049 0.012
H -0.496389 -0.640897 2.037196 -0.014 -0.044 0.122
H 1.086675 -0.236832 1.367547 -0.023 0.034 0.079
H 2.333837 -0.677215 -2.532854 -0.113 0.008 -0.214
H 3.485863 2.650062 -2.729602 -0.097 -0.065 -0.015
H 2.210884 1.586613 -3.374101 0.013 -0.053 0.058
H 1.846292 2.780059 -2.102432 0.048 -0.077 -0.072
```
Positions in Å, forces in eV/Å.

## Properties
HOMO energy = -8.340 eV
Gap between HOMO and LUMO = 8.95 eV
ΔE to the lowest compared entry with this formula, charge and spin = 147.4 kJ/mol
Total charge = 0
SMILES = COC(=O)c1cc(S(=O)(=O)NCC2CCN(Cc3cc(C)ccc3C)CC2)cn1C
E_LUMO = 0.609 eV

Record 3
C22H31N3O6 | the ωB97M-V functional and the def2-TZVPD basis

XYZ file:
```
62
Properties=species:S:1:pos:R:3:forces:R:3
C 2.888751 -2.167605 -4.084226 -0.102 0.259 0.063
C 3.432498 -0.743802 -4.028573 1.520 -0.570 -0.905
O 4.513233 -0.524196 -4.564004 -0.818 0.082 0.457
C 2.698000 0.338473 -3.342528 -0.786 0.544 0.555
C 1.414281 0.128189 -2.805298 0.228 0.464 -0.025
C 0.730092 1.165139 -2.168226 0.144 -0.103 -0.105
C 1.310287 2.431474 -2.038206 0.532 -0.996 -0.607
N 0.614013 3.475949 -1.430017 -0.291 1.137 0.770
C -0.787856 3.743112 -1.696026 -0.604 -0.190 -0.163
C -1.078510 5.042457 -0.926830 -0.167 0.375 1.050
C -2.527760 5.126099 -0.439222 -0.308 -1.058 -1.352
O -3.381879 4.464548 -1.002401 0.351 0.771 0.858
O -2.794753 5.944069 0.599987 0.383 -0.313 -0.496
C -0.034607 5.066407 0.211812 -0.484 0.169 -0.825
C 1.046838 4.145881 -0.304730 1.389 -0.160 1.097
O 2.116155 4.003675 0.269338 -0.654 -0.111 -0.872
C 2.588943 2.644815 -2.557170 0.287 -0.379 -0.209
C 3.273494 1.615896 -3.209771 -0.304 0.081 0.299
H 2.713831 -2.544325 -3.073551 -0.147 -0.019 -0.055
H 3.605710 -2.827348 -4.581661 -0.055 0.346 0.105
H 1.950360 -2.189000 -4.644581 -0.035 -0.047 0.167
H 0.915711 -0.834214 -2.882192 0.089 0.107 -0.015
H -0.258485 0.966065 -1.767893 0.073 0.023 -0.023
H -0.982591 3.868853 -2.767181 0.091 -0.175 0.206
H -1.402717 2.916165 -1.322602 -0.123 0.194 -0.122
H -0.896678 5.892892 -1.590785 -0.117 -0.008 0.073
H -3.750940 5.870028 0.746074 0.006 0.051 0.038
H 0.354108 6.072337 0.390385 0.036 -0.295 0.127
H -0.436335 4.664238 1.145974 0.140 0.027 -0.070
H 3.056125 3.619114 -2.453893 -0.108 -0.112 0.012
H 4.266225 1.813338 -3.608759 -0.221 -0.193 0.024
C -0.456319 -3.896389 4.102516 -0.480 0.072 -0.373
C -1.765605 -3.655841 3.329691 0.253 0.273 -0.036
C -1.628799 -3.447701 1.801376 0.187 -0.647 0.116
C -0.997755 -4.696575 1.157367 -0.099 0.549 -0.055
C -0.904250 -2.116962 1.462651 0.078 0.019 0.184
N -1.839726 -0.988134 1.588338 0.350 -1.021 -1.221
C -1.855973 -0.126000 2.604203 0.498 0.848 1.380
C -2.834780 1.019258 2.501432 0.003 -0.138 -0.008
O -1.121080 -0.215409 3.578121 0.112 -0.285 -0.105
C -0.250054 -2.100365 0.067437 -0.924 0.288 -0.376
O -0.918662 -1.889307 -0.936517 -0.556 0.109 0.003
N 1.064456 -2.308126 -0.069848 1.075 -0.406 0.665
C 2.062393 -2.468382 0.988624 -0.362 0.193 0.022
H 0.210356 -3.039801 4.016756 0.101 0.011 0.072
H -0.689497 -4.043390 5.157760 0.104 0.032 -0.023
H 0.045312 -4.792233 3.738152 0.120 -0.011 0.049
H -2.267831 -2.790358 3.762647 -0.048 0.074 0.024
H -2.414438 -4.516014 3.500466 -0.128 -0.020 -0.110
H -2.640472 -3.380555 1.395483 -0.028 0.181 -0.042
H -1.077981 -4.639607 0.071195 0.117 -0.049 -0.021
H 0.051591 -4.792140 1.433123 0.059 -0.145 -0.049
H -1.534880 -5.587155 1.485653 0.077 -0.003 0.042
H -0.106669 -1.970456 2.185710 -0.124 0.221 0.248
H -2.456188 -0.820836 0.807751 0.104 -0.135 -0.103
H -3.846048 0.623923 2.435816 -0.160 0.128 -0.120
H -2.741454 1.639919 3.391492 0.011 -0.118 -0.106
H -2.606566 1.611126 1.617557 -0.162 0.091 -0.123
H 1.397112 -2.283003 -1.020138 -0.151 0.055 -0.019
H 1.795112 -3.293922 1.649779 0.110 0.017 0.003
H 3.038926 -2.675187 0.547749 -0.206 0.017 -0.030
H 2.134228 -1.549103 1.574413 0.121 -0.098 0.059
```
Positions in Å, forces in eV/Å.

## Properties
HOMO energy = -9.091 eV
Gap between HOMO and LUMO = 9.17 eV
ΔE to the lowest compared entry with this formula, charge and spin = 0.0 kJ/mol
Total charge = 0
SMILES = CC(=O)c1ccc(N2C[C@@H](C(=O)O)CC2=O)cc1.CC[C@H](C)[C@H](NC(C)=O)C(=O)NC
E_LUMO = 0.078 eV

- What is the formula in the first record?
  C22H31N2O4